Entry 1:
Molecular formula: C16H21N3O3
Method: DFT, ωB97M-V/def2-TZVPD

## Properties
Lowest unoccupied orbital energy   0.2 eV
Kohn-Sham gap   7.41 eV
Energy above the lowest of the compared OMol25 structures with the same formula, charge and spin   13.334 eV
Multiplicity   1
DFT total energy   -1011.88636 Ha

Last column: Mulliken charge in e.
Element x y z (Å)
C -3.2959 -0.5560 0.0648  -0.4174
C -1.8350 -0.0738 0.0060  0.5191
C -4.4698 0.5674 -0.2592  0.5078
C -5.8244 -0.0975 -0.0588  -1.4532
C -4.6839 1.2546 -1.6359  -0.7705
C 0.4305 -0.9006 0.7758  0.4332
C 0.6780 0.4039 1.5851  0.0553
C 1.4190 -1.1006 -0.4066  -0.9320
C 2.8445 -1.1794 -0.1674  0.4475
C 3.7476 -2.2343 -0.4733  -1.0787
C 3.6394 -0.1130 0.1008  1.3186
C 5.0133 -0.4215 -0.2033  -0.5115
C 3.3997 1.2295 0.4103  0.1747
C 6.0071 0.4874 -0.2991  -0.5641
C 4.4771 2.2532 0.0750  -0.7232
C 5.8129 1.8964 -0.1412  -0.6077
H -3.9553 -0.3209 1.9262  0.3054
H -4.4343 -1.8737 1.3086  0.2770
H -3.4423 -1.3101 -0.8447  0.2661
H -4.2407 1.4396 0.4104  0.2839
H -6.0939 -0.7199 0.8439  0.3094
H -6.0827 -0.7555 -0.8889  0.3294
H -6.4625 0.9121 -0.0350  0.3391
H -4.0067 2.7912 -1.8277  0.2152
H -6.1169 1.3867 -1.8793  0.2346
H -3.8433 0.2067 -2.4955  0.1899
H -1.3027 -1.7256 0.8372  0.3254
H 0.6469 -1.8145 1.5295  0.2355
H 1.1695 -2.0409 -0.9746  0.4877
H 1.3816 -0.3537 -1.4950  0.2191
H 3.3377 -3.2143 -0.3847  0.4310
H 5.9382 -2.1731 -0.9469  0.2712
H 2.5271 1.8125 1.2260  0.0313
H 7.0453 0.1508 -0.5240  0.2192
H 4.0372 3.2363 0.2798  0.3365
H 6.6889 2.4776 -0.2819  0.4130
H -0.4334 1.4588 0.2466  0.4348
N -3.7677 -1.1379 1.3306  -0.5905
N -0.9166 -0.9081 0.5518  -0.0763
N 5.0257 -1.8284 -0.5411  -0.1107
O -1.5884 1.0864 -0.3181  -0.6593
O 1.2311 0.2544 2.5943  -0.5304
O 0.2979 1.5477 0.9799  -0.5855

***

Entry 2:
Molecular formula: C16H21N5OS3SbTa
Method: DFT, ωB97M-V/def2-TZVPD

## Properties
Lowest unoccupied orbital energy (spin up / spin down)   -10.3 / -11.5 eV
Kohn-Sham gap (spin up / spin down)   5.92 / 4.70 eV
Energy above the lowest of the compared OMol25 structures with the same formula, charge and spin   0.000 eV
Multiplicity   2
⟨S²⟩   0.77
DFT total energy   -2462.33913 Ha
Net charge   +3

Last column: Löwdin spin population.
Element x y z (Å)
Ta -1.4291 0.1610 -1.0602  -0.0519
C -0.1924 3.0550 2.1658  0.0000
C -0.7811 1.9178 1.4242  0.0009
N -0.3197 1.4280 0.3225  -0.0004
N 0.8830 1.9231 -0.1616  -0.0005
C 1.2534 1.2089 -1.1705  -0.0009
O 0.4507 0.1562 -1.5282  0.0004
C 2.4310 1.4661 -1.9709  0.0000
C 2.8376 0.5456 -2.9422  0.0000
C 3.9671 0.8006 -3.6968  0.0000
C 4.6844 1.9729 -3.4885  0.0000
C 4.2763 2.8953 -2.5310  0.0000
C 3.1527 2.6475 -1.7673  0.0000
C -1.9573 1.1779 1.9115  0.0067
C -2.5947 1.5097 3.0850  0.0016
C -3.6445 0.7119 3.5353  -0.0008
C -3.9914 -0.3935 2.7883  0.0017
C -3.3142 -0.6507 1.6028  0.0005
N -2.3115 0.1077 1.1461  0.0098
H 0.6912 3.4332 1.6653  0.0000
H 0.0644 2.7533 3.1836  0.0000
H -0.9388 3.8513 2.2406  0.0000
H 2.2715 -0.3616 -3.1063  0.0000
H 4.2887 0.0944 -4.4495  0.0000
H 5.5692 2.1723 -4.0785  0.0000
H 4.8355 3.8091 -2.3853  0.0000
H 2.8288 3.3611 -1.0222  0.0000
H -2.2763 2.3761 3.6474  0.0000
H -4.1668 0.9551 4.4514  0.0000
H -4.7925 -1.0523 3.0942  0.0001
H -3.6104 -1.4898 0.9928  0.0001
S -3.2770 -1.3898 -1.4558  0.0284
Sb -4.0093 0.4620 -2.8334  -0.0150
S -1.6622 0.6441 -3.4448  0.5184
S -2.9684 2.0151 -1.2364  0.5031
N 0.2172 -4.8407 1.1649  0.0000
C 1.0204 -3.6428 0.6923  0.0000
C 0.2593 -2.3156 0.6560  -0.0002
N -0.5234 -2.0307 -0.5629  -0.0016
H 0.8153 -5.6737 1.1992  0.0000
H -0.5672 -5.0726 0.5514  0.0000
H -0.1511 -4.7056 2.1101  0.0000
H 1.4168 -3.9121 -0.2861  0.0000
H 1.8571 -3.5664 1.3842  0.0000
H 1.0269 -1.5444 0.7352  0.0000
H -0.3904 -2.1944 1.5253  0.0000
H -1.2993 -2.6713 -0.7075  0.0001
H 0.0706 -2.1040 -1.3894  -0.0003

***

Entry 3:
Molecular formula: C16H22BBrGaO2
Method: DFT, ωB97M-V/def2-TZVPD

## Properties
Lowest unoccupied orbital energy   2.7 eV
Kohn-Sham gap   5.28 eV
Multiplicity   1
DFT total energy   -5297.09173 Ha
Net charge   -1

Last column: Mulliken charge in e.
Element x y z (Å)
C -1.1996 3.1138 0.7543  -0.5843
C -0.5090 2.4920 1.8315  -0.7185
C 0.8871 2.6061 1.5739  -0.5718
H -0.9674 2.0052 2.6888  0.3969
C 1.0563 3.2245 0.3004  -0.8129
C -0.2357 3.5486 -0.1986  -0.5309
H -0.4470 4.0422 -1.1433  0.3898
H -2.2782 3.2325 0.6810  0.5456
H 1.6879 2.3001 2.2430  0.7869
H 2.0017 3.4199 -0.1989  0.3780
Ga -2.1105 0.0917 -0.8531  0.6679
Br -3.2725 0.2469 1.1594  -0.5179
C -2.2861 0.1263 -3.1062  -0.4494
C -1.6170 1.3825 -2.9945  -0.6332
C -2.3941 2.2372 -2.1693  -0.2567
H -0.7436 1.6924 -3.5672  0.4128
C -3.5601 1.5415 -1.7482  -0.8279
C -3.5069 0.1958 -2.3171  -0.5111
H -4.3477 -0.4867 -2.3829  0.5324
H -2.0492 -0.6692 -3.8094  0.4815
H -2.2231 3.3028 -2.0220  0.6147
H -4.4278 1.9867 -1.2644  0.4856
C 1.0234 -3.7552 0.2555  -2.0524
C 0.8001 -2.3783 0.8702  1.5910
C 0.7674 -2.5603 2.3779  -1.8057
O -0.4956 -1.9408 0.4760  -0.6226
B -0.2866 -0.8863 -0.3710  0.7401
O 1.0198 -0.5693 -0.6651  -0.7099
C 1.7861 -1.2744 0.3178  1.9720
C 2.2171 -0.3137 1.4137  -1.9802
C 3.0508 -1.7972 -0.3400  -1.9601
H 0.2173 -4.4236 0.5826  0.5105
H 1.9726 -4.1743 0.6091  0.3621
H 1.0287 -3.7197 -0.8406  0.3323
H -0.0223 -3.2791 2.6307  0.4565
H 1.7222 -2.9684 2.7300  0.3421
H 0.5584 -1.6286 2.9163  0.3172
H 2.8561 -0.8343 2.1401  0.3046
H 2.8024 0.5096 0.9867  0.6569
H 1.3649 0.1231 1.9461  0.1098
H 2.8446 -2.4487 -1.1964  0.3360
H 3.6645 -0.9567 -0.6867  0.4760
H 3.6500 -2.3564 0.3901  0.3463

***

Entry 4:
Molecular formula: C16H22BCaCl6F2IN4Na2O18PS2
Method: DFT, ωB97M-V/def2-TZVPD

## Properties
Lowest unoccupied orbital energy   -2.1 eV
Kohn-Sham gap   1.64 eV
Energy above the lowest of the compared OMol25 structures with the same formula, charge and spin   0.000 eV
Multiplicity   1
DFT total energy   -7619.52586 Ha
Net charge   -1

Last column: Mulliken charge in e.
Element x y z (Å)
O 3.2089 2.0461 4.9889  -0.4369
S 2.0829 2.4489 4.2542  0.9929
O 1.4076 3.6232 4.6528  -0.5862
O 2.3036 2.3089 2.6899  -0.3620
C 1.1262 1.7140 2.1090  -0.6786
C 0.5701 0.6661 3.0985  1.4114
C -0.9505 0.6813 3.2099  -0.1181
C -1.6227 1.5059 4.0661  -0.5217
C -2.9883 1.5411 4.1496  -0.6497
C -3.6696 0.6843 3.3091  -0.4584
C -2.9194 -0.0920 2.4743  -0.4042
N -1.6074 -0.1239 2.3814  -0.1476
P 1.5552 -0.9898 3.2381  0.4345
O 1.5254 -1.2629 4.8410  -0.4364
I 0.3689 -2.8963 2.3082  -0.1577
O 0.9777 1.2760 4.3575  -0.4143
H 1.4554 1.3837 1.1065  -0.0278
H 0.4822 2.5942 1.9677  0.7053
H -1.0910 2.1929 4.7111  0.3912
H -3.4935 2.1992 4.8401  0.4502
H -4.7485 0.6496 3.3238  0.3978
H -3.4646 -0.7409 1.7897  0.3458
H 2.3575 -0.9129 5.1936  0.3595
O 4.9069 -0.7424 1.6218  -0.5431
S 5.2866 -1.9278 2.4157  1.0692
O 6.0085 -2.8944 1.5794  -0.6331
O 4.0788 -2.5491 2.9893  -0.6309
O 6.1902 -1.4695 3.5000  -0.4011
Cl 1.1560 -4.7542 -2.3305  -0.1715
C 1.1117 -3.0130 -2.7288  -0.0062
C 2.2679 -2.2498 -2.1639  -0.6487
Cl 2.1462 -2.1973 -0.3938  0.1285
H 0.1745 -2.6071 -2.3460  -0.2978
H 1.1066 -2.9378 -3.8178  0.5176
H 2.2393 -1.2261 -2.5354  0.0604
H 3.2294 -2.6790 -2.4361  0.3881
Ca 0.2317 0.9449 -0.4934  0.2447
Na -1.6577 -3.1325 -2.5925  0.8695
N 3.0336 -2.2062 -5.6673  0.9730
O 4.1392 -2.6532 -5.4281  -0.5646
O 2.2810 -2.7220 -6.5256  -0.6270
O 2.6059 -1.1740 -5.0477  -0.7072
Na 1.6392 0.1190 -6.7043  0.9293
B -5.3877 1.9168 -3.2045  0.5014
O -4.4038 1.3708 -2.2084  -0.4030
C -3.6468 0.4972 -2.8009  0.4710
O -2.7464 -0.1312 -2.2894  -0.6017
C -4.0550 0.3748 -4.2604  0.7976
O -3.5405 -0.3527 -5.0727  -0.6849
O -5.0622 1.1898 -4.4985  -0.3728
F -5.2142 3.2678 -3.3626  -0.3077
F -6.6794 1.6353 -2.8035  -0.3236
C -5.0635 3.4861 -7.5056  0.5652
O -4.5108 4.2564 -6.7442  -0.6298
N -5.2271 2.1593 -7.2351  -0.2895
N -5.5715 3.8959 -8.7175  -0.4012
H -5.6765 1.5220 -7.8639  0.1543
H -4.8753 1.8061 -6.3545  0.2595
H -5.4702 4.8651 -8.9510  0.2313
H -6.0311 3.2837 -9.3630  0.1509
C -8.6173 -1.4608 -4.5654  0.3065
Cl -8.2833 -2.9677 -3.6900  -0.1342
Cl -7.1245 -0.5558 -4.7787  0.0128
Cl -9.3153 -1.8512 -6.1491  -0.1273
Cl -9.7687 -0.4925 -3.6418  -0.0983
C 7.9972 -1.2479 6.0333  -1.1304
C 7.8087 -0.6092 7.4513  0.6620
C 6.4637 0.1566 7.4414  -1.1799
O 8.8028 0.2383 7.6458  -0.5822
H 8.0156 -0.4968 5.2472  0.3004
H 8.9228 -1.8204 5.9821  0.3607
H 7.1656 -1.9296 5.8202  0.2857
H 7.6905 -1.4538 8.1591  0.2090
H 6.4495 0.9394 6.6833  0.2982
H 6.2749 0.6138 8.4140  0.3714
H 5.6382 -0.5309 7.2265  0.2905

***

Entry 5:
Molecular formula: C16H22BCl3O
Method: DFT, ωB97M-V/def2-TZVPD

## Properties
Lowest unoccupied orbital energy   -2.0 eV
Kohn-Sham gap   7.27 eV
Energy above the lowest of the compared OMol25 structures with the same formula, charge and spin   0.910 eV
Multiplicity   1
DFT total energy   -2103.59544 Ha

Last column: Mulliken charge in e.
Element x y z (Å)
Cl 2.8292 -2.4024 -2.6803  -0.3271
B 1.6501 -0.9799 -3.0007  0.6232
Cl 2.3608 0.5407 -2.0574  -0.2987
Cl 1.5154 -0.4595 -4.8117  -0.3375
O 0.3297 -1.3356 -2.5852  -0.4700
C -0.5555 -0.4526 -2.0353  -0.3254
C -1.9489 -0.7430 -2.5617  0.4446
C -2.8816 0.2650 -2.8439  -0.2987
C -4.1808 -0.0529 -3.2689  -0.5569
C -4.5599 -1.3818 -3.4745  -0.3725
C -3.6019 -2.3808 -3.2878  -0.5874
C -2.3000 -2.0622 -2.8852  -0.2973
H -0.2596 0.6230 -2.1124  0.5358
H -2.5791 1.3069 -2.7130  0.3584
H -4.9134 0.7455 -3.4297  0.3706
H -5.5831 -1.6368 -3.7879  0.3611
H -3.8653 -3.4303 -3.4416  0.3644
H -1.5499 -2.8509 -2.8119  0.4124
C 1.0381 1.0375 4.0062  -0.6699
C 2.3004 0.2224 3.6618  -0.7109
C 2.0344 -0.9403 2.7053  -0.8486
C 1.9659 -0.5463 1.1924  -0.9561
C 0.7215 0.1269 0.6819  0.9622
C -0.2249 -0.5207 -0.1588  -1.1802
C 0.4331 1.5487 0.9518  -0.7236
C 1.3858 2.3900 1.8437  -0.8166
C 0.9370 2.3945 3.3093  -0.9391
H 0.1471 0.4343 3.7815  0.3894
H 1.0256 1.2136 5.0917  0.4171
H 3.0854 0.8760 3.2593  0.4252
H 2.6806 -0.2032 4.6023  0.3151
H 2.8544 -1.6670 2.8330  0.3944
H 1.1025 -1.4643 2.9775  0.3837
H 2.8535 0.0588 0.9358  0.4408
H 2.1037 -1.4815 0.6236  0.3689
H -1.2716 -0.2132 0.0249  0.4287
H -0.0234 -1.5813 -0.3055  0.4562
H 0.3565 2.0630 -0.0289  0.3679
H -0.5942 1.6023 1.3600  0.4416
H 2.4233 2.0523 1.7235  0.3442
H 1.3300 3.4293 1.4909  0.4152
H -0.1106 2.7278 3.3644  0.3414
H 1.5399 3.1282 3.8616  0.3541

***

These records have max |F| values of 0.0980 0.0217 0.0476 0.0457 0.0584 hartree/bohr, in the order they appear.